Computed, not measured: a structure of composition C23H34As2N2O2S2SbTi, with ωB97M-V/def2-TZVPD.

Results
- HOMO-LUMO gap: 0.198 Ha
- LUMO: -10.28 eV
- Highest occupied orbital energy: -15.65 eV

Structure (ORCA input):
```
! RIJCOSX wB97M-V def2-TZVPD def2/J DEFGRID3
* xyz 3 1
Sb 1.108 -1.804 -1.998
As 1.649 2.012 -0.930
As -1.577 1.709 -0.300
Ti 0.267 -0.105 0.098
S 3.195 0.720 2.061
S 2.126 -0.946 4.225
O -1.013 -3.335 4.267
O -0.922 -1.356 0.573
N 0.913 -0.665 1.897
N 0.115 -1.617 2.552
C 3.291 1.718 -1.914
C 0.767 3.084 -3.491
C 3.921 1.032 3.706
C 1.966 -0.326 2.655
C -1.952 2.796 -2.954
C 2.066 3.617 0.081
C -1.951 -3.604 3.344
C -0.869 -1.974 1.804
C -2.973 -4.521 3.583
C -3.891 -4.115 1.387
C -2.892 -3.209 1.143
C 3.154 -1.969 -2.521
C 3.787 -0.253 4.495
C -1.902 -2.932 2.108
C -1.011 2.415 -2.003
C -0.178 3.467 -4.435
C -3.336 0.955 -0.536
C -3.926 -4.773 2.620
C -1.806 3.173 0.941
C -1.533 3.323 -4.169
C 0.117 -1.251 -3.788
C 0.471 -3.773 -1.578
C 0.360 2.553 -2.272
H -3.328 0.229 -1.347
H 3.315 -2.987 -2.873
H -0.885 3.740 1.041
H -3.630 0.467 0.391
H 0.448 -1.928 -4.574
H -2.265 3.626 -4.905
H -2.855 -2.690 0.195
H 0.651 -4.383 -2.461
H 3.378 1.858 4.162
H -3.011 -5.035 4.536
H 2.022 4.465 -0.601
H -2.110 2.778 1.908
H 0.367 -0.225 -4.051
H 3.793 -1.775 -1.664
H 1.818 3.209 -3.720
H -3.012 2.695 -2.760
H 0.146 3.883 -5.380
H -1.174 -3.860 5.062
H 4.033 1.267 -1.257
H 3.377 -1.270 -3.324
H 3.110 1.067 -2.766
H 1.374 3.769 0.905
H 4.517 -1.003 4.190
H -4.644 -4.319 0.639
H 3.075 3.518 0.477
H 4.961 1.317 3.553
H -4.040 1.755 -0.761
H 3.894 -0.069 5.563
H -2.589 3.820 0.547
H -4.709 -5.490 2.828
H 3.666 2.679 -2.262
H 1.036 -4.166 -0.736
H -0.958 -1.349 -3.653
H -0.590 -3.762 -1.338
*
```